1.
The following is a DFT calculation (the ωB97M-V functional and the def2-TZVPD basis) of a gas-phase ion, C3H6NO4 (charge -1).

The largest force on an atom is 4.28 eV/Å. As for the total charge: -1. As for the SMILES: O=C(O)CCO[N-]O. For the gap between HOMO and LUMO, the calculation gives 4.7 eV. As for the spin multiplicity: 1. The value obtained for the relative energy (zero: lowest compared OMol25 entry of this formula, charge and spin) is 7.829 eV. The calculation puts the highest occupied orbital energy at -0.039 Ha.

XYZ file:
```
14
Properties=species:S:1:pos:R:3:forces:R:3:lowdin_charge:R:1
C 1.049 0.465 0.027 0.3440 2.1054 3.2148 -0.1481
C 0.852 -0.880 0.747 -0.7902 -0.4778 0.0253 -0.2918
C -0.014 0.789 -0.896 -4.0549 0.5729 -1.2543 -0.4839
N -1.634 -0.726 1.198 0.7194 2.3732 0.0715 -0.1808
O -1.834 -1.471 0.115 -0.0027 -1.7957 -2.7539 -0.2591
O -0.203 -0.922 1.684 1.4682 -0.6263 -0.1253 -0.2830
O -0.360 2.152 -0.707 -1.3884 0.4868 -1.4108 -0.0303
O -0.672 0.066 -1.680 2.0252 1.5185 0.8849 -0.0198
H 1.025 1.379 0.817 0.4023 -2.1977 -1.7158 0.1680
H 2.017 0.423 -0.439 0.5319 0.0899 -0.4140 0.1027
H 0.680 -1.540 -0.140 0.1105 -0.3604 0.7951 0.1040
H 1.807 -1.166 1.281 -0.9937 0.2246 -0.5609 0.1162
H -1.193 2.501 -1.202 2.1271 -1.8016 1.0050 0.1470
H -1.520 -1.068 -0.805 -0.4986 -0.1119 2.2384 0.0588
```
Positions in Å, forces in eV/Å.

=====

2.
The following is a DFT calculation (the ωB97M-V functional and the def2-TZVPD basis) of a gas-phase ion, C3H6NO4S (charge -1).

The largest force on an atom is 3.61 eV/Å. As for the total charge: -1. For the gap between HOMO and LUMO, the calculation gives 7.6 eV. As for the spin multiplicity: 1. The value obtained for the relative energy (zero: lowest compared OMol25 entry of this formula, charge and spin) is 3.260 eV. The calculation puts the highest occupied orbital energy at -0.144 Ha.

XYZ file:
```
15
Properties=species:S:1:pos:R:3:forces:R:3:lowdin_charge:R:1
C -0.666 -0.113 1.344 -2.3462 -2.2176 -1.6176 -0.1051
C -0.999 0.506 -1.128 0.5361 -0.2854 -1.2676 -0.1307
C -0.084 -0.091 -0.064 0.5612 -0.9991 1.1718 -0.4621
N 0.563 -1.508 -0.228 0.1273 1.7256 -2.3577 -0.3468
O 1.959 1.110 1.211 0.4967 0.4957 0.7613 -0.5295
O 0.812 -2.155 0.783 0.0104 0.2456 -0.8950 0.0031
O 0.907 -1.839 -1.395 -0.7248 0.3201 2.1232 -0.0094
O 2.289 1.052 -1.210 -0.5223 0.2024 0.0727 -0.5201
S 1.385 1.413 -0.098 0.3335 -1.3028 -0.1444 0.7069
H -1.524 0.572 1.281 0.0831 -0.4085 0.7162 0.0692
H -0.053 0.076 2.154 1.7593 1.1034 1.2262 0.0255
H -0.936 -1.217 1.605 -0.4093 1.9372 -0.6267 0.1033
H -1.596 1.321 -0.706 0.2422 -0.1752 0.2891 0.0626
H -0.337 1.005 -1.878 -0.6514 -0.5171 0.1776 0.0569
H -1.721 -0.133 -1.672 0.5042 -0.1243 0.3708 0.0764
```
Positions in Å, forces in eV/Å.

=====

3.
The following is a DFT calculation (the ωB97M-V functional and the def2-TZVPD basis) of a molecular structure, C3H6NO6S.

The largest force on an atom is 5.30 eV/Å. As for the total charge: -1. For the gap between HOMO and LUMO, the calculation gives 9.3 eV. As for the spin multiplicity: 1. The value obtained for the relative energy (zero: lowest compared OMol25 entry of this formula, charge and spin) is 0.000 eV. The calculation puts the highest occupied orbital energy at -0.208 Ha.

XYZ file:
```
17
Properties=species:S:1:pos:R:3:forces:R:3:lowdin_charge:R:1
C -1.281 1.502 -0.838 1.7453 -1.6388 -0.9609 -0.5299
C 0.427 -0.679 -0.979 0.9775 3.0604 4.2132 -0.0335
C -0.282 0.823 0.085 0.1803 -1.8680 -1.8260 -0.4829
N -0.974 0.300 1.217 0.2842 -1.7005 0.1887 0.0702
O -2.416 0.838 -0.978 -1.5195 -0.0492 0.3754 0.0966
O 0.362 -2.102 1.205 -0.5061 -0.3397 0.9803 -0.3701
O -0.944 2.330 -1.620 -0.1740 1.5712 -0.6735 0.1168
O 2.116 -2.618 -0.345 0.6390 0.2305 0.1413 -0.3531
O 2.186 -0.438 0.935 -0.2784 -1.7539 -0.4077 -0.3821
O 0.816 1.604 0.225 1.4014 -0.9836 0.6296 -0.0320
S 1.387 -1.569 0.331 0.1857 2.1047 -1.7331 0.4419
H -0.132 -1.456 -1.404 -1.1563 -0.3730 -1.1714 0.0476
H 1.083 0.048 -1.466 -0.1817 -0.9525 -0.8312 0.0809
H -0.795 0.901 2.002 0.1159 0.0105 0.4399 0.0882
H -0.633 -0.697 1.391 -0.4389 1.5598 0.2917 0.0577
H -2.527 0.286 -0.182 0.2695 -0.0037 0.1034 0.0983
H 1.607 0.926 0.421 -1.5440 1.1257 0.2403 0.0854
```
Positions in Å, forces in eV/Å.

=====

4.
The following is a DFT calculation (the ωB97M-V functional and the def2-TZVPD basis) of a molecular structure, C3H6NOP.

The largest force on an atom is 4.33 eV/Å. For the gap between HOMO and LUMO, the calculation gives 10.2 eV. As for the spin multiplicity: 1. The value obtained for the relative energy (zero: lowest compared OMol25 entry of this formula, charge and spin) is 0.606 eV. The calculation puts the highest occupied orbital energy at -0.358 Ha.

XYZ file:
```
12
Properties=species:S:1:pos:R:3:forces:R:3:lowdin_charge:R:1
C -0.744 -0.209 -0.425 -3.0186 -0.3011 1.4339 -0.3143
C -0.436 1.248 -0.025 -0.6606 -1.7846 0.4655 -0.3558
C 0.074 -1.207 0.475 0.3872 4.2741 -0.5850 -0.1663
N 0.989 1.328 -0.030 2.1761 -1.3774 0.1692 -0.1787
O 2.951 -0.603 -0.266 -0.0285 -0.1038 0.2554 -0.3266
P 1.590 -0.149 -0.002 -0.8809 0.9403 0.4141 0.7810
H -1.854 -0.289 -0.352 0.5998 -0.6418 0.1486 0.1185
H -0.494 -0.409 -1.432 0.2378 0.1202 -1.3617 0.0784
H -0.915 1.885 -0.750 0.0966 0.5571 -0.2538 0.0991
H -0.915 1.446 0.976 0.5830 -0.0048 -0.6872 0.1230
H -0.104 -0.807 1.477 -0.0100 -0.6948 0.3467 0.0739
H -0.143 -2.233 0.353 0.5181 -0.9833 -0.3456 0.0679
```
Positions in Å, forces in eV/Å.